No. 1
{"formula": "C4H8N2O6", "method": "wB97M-V/def2-TZVPD", "symbols": ["C", "C", "C", "C", "N", "N", "O", "O", "O", "O", "O", "O", "H", "H", "H", "H", "H", "H", "H", "H"], "coordinates": [[0.09553, 0.58890, -1.56708], [-0.45439, 0.54371, -0.13301], [0.59135, -0.24301, 0.72231], [0.43401, -0.04967, 2.21103], [1.70855, 2.05798, 1.66251], [-1.13477, -0.07469, 4.12042], [2.23438, 3.06826, 2.03080], [-2.23127, -0.03079, 4.41553], [-0.21899, -0.13195, 4.83538], [1.40212, -0.70070, 2.92272], [0.78591, 1.60541, 2.54146], [-0.87414, -0.18487, 2.74545], [1.08116, 0.96180, -1.72870], [0.15427, -0.31963, -2.10089], [-0.58816, 1.34627, -2.04623], [-1.43118, 0.09827, -0.14180], [-0.50828, 1.48746, 0.21863], [0.35947, -1.36756, 0.52484], [1.72095, -0.20009, 0.38097], [1.03625, -0.89157, 3.86096]], "lowdin_spin": [0.001, 0.004, 0.009, -0.001, 0.864, 0.001, 0.823, 0.000, 0.001, 0.004, 0.285, 0.002, 0.000, 0.000, 0.000, 0.000, 0.003, 0.000, 0.004, 0.000], "e_tot_ev": -19532.20326, "total_charge": 0, "spin_multiplicity": 3}

***

No. 2
{"formula": "Cl2NO3P", "method": "wB97M-V/def2-TZVPD", "symbols": ["N", "O", "O", "O", "P", "Cl", "Cl"], "coordinates": [[-0.63485, -0.48266, 0.25289], [-0.71107, -0.13393, 1.44655], [-1.38134, -1.16487, -0.40091], [0.87355, 2.21753, -0.80573], [0.85780, 0.13652, -0.31583], [2.36480, -0.29419, 0.99249], [1.18861, -0.86186, -1.92049]], "lowdin_charge": [-0.584, 0.013, 0.073, -0.505, 0.209, 0.347, 0.447], "e_tot_ev": -41960.06950, "e_above_lowest_kcal_mol": 125.25, "total_charge": 0, "smiles": "O=[N+]([O-])P(=O)(Cl)Cl"}

***

No. 3
{"formula": "C13H21Cl5OP2Re", "method": "wB97M-V/def2-TZVPD", "symbols": ["Re", "H", "H", "P", "P", "C", "H", "H", "H", "C", "H", "H", "H", "C", "H", "H", "H", "C", "H", "H", "H", "C", "H", "H", "H", "C", "H", "H", "H", "C", "O", "H", "Cl", "C", "C", "C", "Cl", "C", "Cl", "C", "Cl", "C", "Cl"], "coordinates": [[0.70974, -0.24417, -0.24394], [2.50980, -0.40683, -1.38306], [2.25231, -1.20118, -1.36265], [1.43487, 1.89769, -0.56087], [-0.05355, -2.38104, -0.50129], [0.08253, -3.27482, 1.09597], [-0.50256, -4.20180, 1.04448], [1.13697, -3.49917, 1.30281], [-0.30596, -2.63165, 1.89696], [-1.81279, -2.67516, -0.91530], [-2.02618, -2.31772, -1.92977], [-2.02142, -3.75134, -0.84270], [-2.45529, -2.13707, -0.20958], [0.79359, -3.47716, -1.68985], [1.82723, -3.64095, -1.36391], [0.27360, -4.44101, -1.76061], [0.80511, -2.99229, -2.67391], [0.21022, 3.22968, -0.83628], [0.73257, 4.19650, -0.83146], [-0.30380, 3.08019, -1.79287], [-0.53377, 3.21966, -0.03209], [2.26210, 2.49627, 0.96205], [3.23127, 1.99374, 1.07582], [2.39885, 3.58310, 0.89463], [1.63266, 2.24901, 1.82764], [2.63276, 2.22473, -1.89578], [2.23128, 1.82954, -2.83685], [2.80801, 3.30371, -1.99287], [3.57756, 1.71589, -1.67543], [2.03735, -0.70990, 1.09547], [2.89772, -1.02036, 1.83736], [0.44079, -0.24725, -1.88996], [0.05766, 0.05965, 3.13694], [-1.28551, 0.48632, 2.14561], [-1.15811, 0.41824, 0.74280], [-2.27472, 0.78886, -0.03319], [-2.19018, 0.75328, -1.75817], [-3.48728, 1.21067, 0.54941], [-4.80596, 1.65091, -0.44387], [-3.60014, 1.26098, 1.95581], [-5.05254, 1.76116, 2.67990], [-2.48750, 0.89288, 2.75613], [-2.61928, 0.94822, 4.45643]], "lowdin_spin": [1.322, -0.004, -0.004, 0.070, 0.066, 0.052, 0.008, 0.000, 0.001, 0.007, 0.000, 0.001, 0.002, -0.002, 0.000, -0.001, 0.000, 0.008, 0.001, 0.000, 0.002, 0.050, 0.000, 0.008, 0.002, 0.000, 0.000, -0.001, 0.000, 0.163, 0.131, 0.069, 0.034, 0.017, 0.195, 0.140, 0.101, -0.016, -0.011, 0.202, 0.143, 0.143, 0.101], "e_tot_ev": -99170.59033, "e_above_lowest_kcal_mol": 0.00, "total_charge": 2, "spin_multiplicity": 4}

***

No. 4
{"formula": "C2H8N5O3S", "method": "wB97M-V/def2-TZVPD", "symbols": ["C", "C", "N", "N", "N", "N", "N", "O", "O", "O", "S", "H", "H", "H", "H", "H", "H", "H", "H"], "coordinates": [[0.06920, 1.26068, -0.41133], [-2.62618, -1.20978, -0.15545], [-1.09215, 1.92275, -0.47372], [-2.12915, -2.25905, -0.45522], [1.39939, -1.19692, 1.24404], [-0.13240, -0.03088, -0.47063], [1.25036, 1.88181, -0.24566], [-2.83316, -0.10293, 0.00870], [0.47961, -2.42757, -0.69220], [2.21071, -0.57767, -0.98374], [1.06064, -1.06556, -0.33121], [-2.00880, 1.53306, -0.46625], [-0.92298, 2.89545, -0.60968], [-0.23049, -2.35628, -1.33466], [-2.44713, -3.24928, -0.34950], [0.76506, -1.58493, 1.99227], [2.31060, -1.60824, 1.37914], [1.27659, 2.91787, -0.09177], [2.05530, 1.15839, -0.14302]], "lowdin_charge": [-0.526, -0.397, 0.204, 0.178, -0.034, -0.073, 0.183, 0.174, -0.112, -0.225, 0.671, 0.084, 0.118, 0.085, 0.143, 0.142, 0.091, 0.158, 0.135], "e_tot_ev": -26624.70722, "e_above_lowest_kcal_mol": 30.20, "total_charge": 1}

***

No. 5
{"formula": "C40H52MnN8O4SbSi3", "method": "wB97M-V/def2-TZVPD", "symbols": ["Mn", "O", "C", "O", "C", "C", "C", "N", "C", "C", "C", "O", "O", "H", "H", "H", "C", "Sb", "C", "C", "C", "C", "C", "C", "N", "Si", "C", "C", "C", "C", "C", "C", "C", "C", "C", "N", "Si", "C", "C", "C", "Si", "C", "C", "C", "H", "H", "H", "H", "H", "H", "H", "H", "H", "H", "H", "H", "H", "H", "H", "H", "H", "H", "H", "H", "H", "H", "H", "H", "H", "H", "H", "H", "H", "H", "H", "H", "H", "H", "H", "H", "H", "H", "C", "C", "N", "C", "C", "N", "C", "N", "N", "N", "C", "C", "C", "C", "C", "C", "H", "H", "H", "H", "H", "H", "H", "H", "H", "H", "H"], "coordinates": [[-0.16805, 0.14288, -1.58179], [2.37257, 4.15133, 1.43449], [2.12806, 4.80500, 0.37958], [2.65286, 5.84080, -0.05408], [0.98458, 4.21251, -0.49352], [-1.15514, 3.12666, 0.58239], [-2.06336, 2.42699, -0.38421], [-1.21395, 1.88294, -1.45151], [0.49826, 2.74753, -2.37017], [1.22682, 4.00516, -1.98279], [1.07286, 1.79315, -3.40904], [1.93605, 2.07298, -4.20099], [0.50942, 0.59305, -3.30015], [-1.43800, 4.05035, 1.07140], [-3.02959, 2.77576, -0.71937], [2.18101, 4.22318, -2.44199], [-2.00137, -1.46732, 1.63178], [-0.68549, 0.08527, 0.98767], [-1.66758, -1.26597, -1.98249], [-3.06949, -0.84928, -1.84546], [-3.55034, 0.28825, -2.52108], [-4.89442, 0.59499, -2.46047], [-5.74134, -0.20932, -1.70499], [-5.18379, -1.28752, -1.04405], [-3.89067, -1.61817, -1.10518], [-1.51363, -2.83683, -2.97978], [-2.00636, -4.34607, -1.97286], [-2.70590, -2.71653, -4.41885], [0.22292, -3.07657, -3.67005], [-1.87579, 1.83525, 0.98344], [0.17429, 2.02654, -1.06130], [0.28167, 2.99527, 0.08984], [0.33804, 5.12418, -1.52692], [-1.06304, 5.10093, -1.98127], [-1.65628, 4.03554, -2.51119], [-1.00407, 2.77534, -2.65977], [1.19505, 0.56624, 2.72771], [2.79322, 0.65797, 1.78097], [1.05810, -0.90150, 3.88163], [0.84054, 2.15301, 3.61284], [-3.34811, 1.98926, 2.15142], [-3.72186, 3.80023, 2.40685], [-4.81802, 1.14151, 1.37720], [-2.96652, 1.22190, 3.81590], [-2.06506, -2.22098, 0.85105], [-2.99584, -1.04826, 1.75935], [-1.65243, -1.89807, 2.56922], [-2.86248, 0.89025, -3.10421], [-5.28330, 1.44979, -3.00190], [-6.80114, -0.00719, -1.62956], [-5.80847, -1.93603, -0.43640], [-3.04091, -4.23426, -1.64145], [-1.39059, -4.49834, -1.08150], [-1.93291, -5.24991, -2.58850], [-3.73675, -2.62137, -4.06613], [-2.64043, -3.61488, -5.04046], [-2.48325, -1.85107, -5.04903], [0.85965, -3.67958, -3.01438], [0.71819, -2.12208, -3.86455], [0.15987, -3.60747, -4.62481], [0.95156, 2.68288, 0.88991], [0.82372, 6.09076, -1.50505], [-1.61218, 6.03609, -1.96385], [-2.66386, 4.06692, -2.90760], [2.81132, 0.02303, 0.89350], [3.63031, 0.36267, 2.42084], [2.94918, 1.69800, 1.47013], [1.16797, -1.85956, 3.36504], [0.09354, -0.90742, 4.39805], [1.83967, -0.83706, 4.64510], [1.09723, 3.01719, 2.98781], [1.52013, 2.17845, 4.47432], [-0.17872, 2.24019, 3.99279], [-3.96265, 4.31167, 1.47016], [-2.88902, 4.33002, 2.87684], [-4.59076, 3.89536, 3.06538], [-5.13911, 1.65581, 0.46673], [-5.66290, 1.13768, 2.07304], [-4.60260, 0.10664, 1.09935], [-2.06965, 1.65559, 4.26870], [-2.84352, 0.13603, 3.78397], [-3.80104, 1.43381, 4.49234], [0.78158, -2.94110, 0.00786], [1.77230, -2.12756, -0.74468], [1.54703, -0.95389, -1.31402], [2.72918, -0.55473, -1.91984], [3.65888, -1.51293, -1.73349], [3.04411, -2.50619, -0.99368], [3.68143, -3.76927, -0.65636], [4.90223, -3.57737, 0.06152], [6.08432, -3.67316, -0.60871], [7.03744, -3.38873, 0.18582], [6.50551, -3.08536, 1.42786], [7.13556, -2.72512, 2.62200], [6.32830, -2.50412, 3.71311], [4.92580, -2.63524, 3.62843], [4.29289, -2.97892, 2.45558], [5.12313, -3.20257, 1.35451], [-0.21946, -2.61458, -0.26774], [0.90756, -2.83383, 1.08988], [0.85475, -3.99932, -0.24196], [2.81213, 0.35997, -2.48024], [4.68371, -1.59513, -2.05757], [3.94724, -4.29282, -1.57058], [2.98807, -4.37529, -0.08117], [8.21233, -2.63102, 2.67419], [6.77016, -2.22634, 4.66120], [4.33193, -2.45812, 4.51632], [3.21497, -3.06946, 2.39772]], "lowdin_spin": [3.303, -0.001, -0.001, -0.002, -0.004, -0.006, -0.006, -0.070, -0.002, -0.003, 0.008, 0.008, 0.070, 0.000, 0.000, 0.000, -0.014, -0.089, 0.648, 0.085, 0.035, 0.003, 0.021, 0.001, 0.041, 0.095, 0.024, 0.018, 0.000, -0.011, -0.134, -0.014, 0.000, -0.001, -0.003, -0.012, -0.013, 0.000, -0.004, -0.005, -0.002, -0.001, 0.000, -0.001, 0.003, -0.001, -0.002, 0.003, 0.000, 0.001, 0.000, 0.000, 0.000, 0.003, 0.000, 0.002, 0.000, 0.000, 0.000, 0.000, -0.003, 0.000, 0.000, 0.000, 0.000, 0.000, 0.000, 0.000, 0.000, -0.001, 0.000, -0.001, 0.000, 0.000, 0.000, 0.000, 0.000, 0.000, 0.000, 0.000, 0.000, 0.000, 0.010, 0.012, -0.011, 0.004, 0.000, 0.005, 0.000, 0.000, 0.000, 0.000, 0.000, 0.000, 0.000, 0.000, 0.000, 0.000, 0.010, 0.001, 0.000, 0.000, 0.000, 0.000, 0.000, 0.000, 0.000, 0.000, 0.000], "e_tot_ev": -123921.87405, "e_above_lowest_kcal_mol": 156.75, "total_charge": 0, "spin_multiplicity": 5}

***

No. 6
{"formula": "C8H9Cl2N2", "method": "wB97M-V/def2-TZVPD", "symbols": ["C", "C", "C", "C", "C", "C", "C", "C", "N", "N", "Cl", "Cl", "H", "H", "H", "H", "H", "H", "H", "H", "H"], "coordinates": [[-1.58735, 0.27727, 1.58659], [-2.28956, 0.91999, 2.44102], [0.23308, 0.45556, -3.14183], [-0.11857, 0.65347, -1.91643], [-0.35316, -2.19278, 2.95166], [0.84584, 0.31442, -0.88378], [-0.95420, -0.28631, 0.57132], [2.31760, 0.45503, -1.23746], [0.41007, 0.14899, 0.34080], [0.67302, -1.93020, 2.48373], [-1.81705, -2.58710, 3.53393], [-1.43348, -1.58252, -0.39732], [-2.97842, 1.77354, 2.10048], [-2.28705, 0.68731, 3.47217], [-0.32856, 0.69806, -4.04622], [1.22959, 0.14042, -3.39819], [-1.11298, 1.02617, -1.66725], [2.93755, -0.46059, -1.46916], [2.89463, 0.76889, -0.31833], [2.61477, 1.09250, -1.99500], [1.10422, -0.37212, 0.98930]], "lowdin_charge": [-0.107, 0.068, 0.101, -0.141, -0.795, -0.226, -0.751, 0.008, 0.097, 0.118, 0.824, 0.811, 0.127, 0.060, 0.105, 0.083, 0.131, 0.134, 0.121, 0.062, 0.168], "e_tot_ev": -36456.25551, "e_above_lowest_kcal_mol": 24.49, "total_charge": 1}